No. 1
The following is a quantum chemistry calculation of C15H16ClNOs as an isolated structure, from OMol25.

Its multiplicity is 5. The value obtained for the HOMO energy (alpha / beta) is -0.165 / -0.274 hartree. The value obtained for the frontier orbital gap (alpha / beta) is 5.1 / 6.0 eV. The strongest force on any atom is 0.134 hartree/bohr. The energy above the lowest of the compared OMol25 structures with the same formula, charge and spin is 0.00 kcal per mole. Its total charge is 0. As for the expectation value of S²: 6.028. As for the LUMO energy (alpha / beta): 0.576 / -1.446 eV.

```
34
Properties=species:S:1:pos:R:3:forces:R:3:mulliken_charge:R:1
C 0.003 -1.248 -2.806 0.3237 -1.2622 -0.7722 -0.169
C -1.329 -1.430 -2.316 -0.9598 -1.9817 -1.8341 -0.680
C -1.244 -2.071 -1.041 -0.3438 -0.9436 -0.5453 -0.500
C 0.142 -2.289 -0.750 0.1139 -0.8298 -0.1197 -0.388
C 0.912 -1.777 -1.833 1.2948 -1.9928 -1.9435 -0.827
Os -0.254 -0.181 -0.955 -0.9015 4.6671 5.0005 0.897
C -1.003 1.556 -1.897 0.2216 0.6608 -0.6937 -1.136
C 0.423 1.878 -2.269 -0.0772 1.0780 -1.8283 0.544
C 0.753 2.575 -3.403 -0.4705 -0.8449 0.7738 -1.118
N 1.228 1.229 -1.400 1.2976 0.1359 0.4271 -0.449
H -2.083 -2.345 -0.414 0.1419 0.0660 -0.0507 0.605
H -2.245 -1.125 -2.813 0.2684 -0.1245 0.0886 0.456
H 0.541 -2.752 0.144 -0.0366 0.1163 -0.2110 0.596
H 1.998 -1.785 -1.901 -0.3957 -0.0629 -0.0709 0.407
H 0.277 -0.801 -3.758 -0.0438 0.0705 0.2950 0.450
H -1.637 1.397 -2.770 -0.0430 0.3537 0.1247 0.453
H 2.229 1.165 -1.580 -0.0517 0.4491 -0.1734 0.237
H -1.394 2.293 -1.189 -0.1482 -0.2619 -0.1107 0.445
H -0.080 2.908 -4.018 0.4438 0.1969 -0.0107 0.284
H 1.785 2.701 -3.703 -0.0716 0.1917 -0.0687 0.281
Cl -0.337 2.784 2.505 -0.0706 0.4293 -0.0976 -0.240
C 0.076 1.166 2.917 0.0796 -1.3143 -0.0417 0.439
C 0.721 0.943 4.129 0.1609 -0.2756 0.0450 -0.557
C 1.085 -0.355 4.504 -0.1080 0.1207 -0.3128 -0.396
C 0.770 -1.425 3.660 -0.0217 0.1290 0.1078 -0.835
C 0.076 -1.209 2.472 0.0692 0.3984 0.2523 -0.123
C -0.285 0.088 2.063 -0.0691 0.4454 0.6846 0.254
C -1.108 0.310 0.847 -0.3080 -0.1808 0.5293 -1.345
H 0.929 1.791 4.780 0.0086 -0.2225 -0.1797 0.392
H 1.611 -0.520 5.446 -0.1819 0.0279 -0.2925 0.351
H 1.045 -2.442 3.937 -0.0551 0.2268 -0.0045 0.366
H -0.214 -2.062 1.857 0.0366 0.3436 0.2640 0.444
H -2.008 -0.319 0.865 0.0031 0.2856 0.3418 0.384
H -1.385 1.352 0.690 -0.1063 -0.0954 0.4271 0.477
```
Positions in Å, forces in eV/Å.

---

No. 2
The following is a quantum chemistry calculation of C15H16F3N3O4S in the gas phase, from OMol25.

Its multiplicity is 1. As for the SMILES: CCOC(=O)N[C@](Nc1nc2ccccc2s1)(C(=O)OCC)C(F)(F)F. The value obtained for the HOMO energy is -0.309 hartree. The value obtained for the frontier orbital gap is 9.1 eV. The strongest force on any atom is 0.017 hartree/bohr. The energy above the lowest of the compared OMol25 structures with the same formula, charge and spin is 0.00 kcal per mole. Its total charge is 0. As for the LUMO energy: 0.718 eV.

```
42
Properties=species:S:1:pos:R:3:forces:R:3:mulliken_charge:R:1
C -3.284 2.638 1.950 0.1611 -0.3339 -0.1996 -1.066
C -3.157 1.152 1.652 -0.1673 0.1287 0.4395 -0.224
O -2.256 0.911 0.565 -0.1278 -0.0129 -0.3125 -0.451
C -0.959 0.928 0.859 0.2596 0.0269 -0.3880 0.583
O -0.486 1.054 1.962 -0.2428 -0.0570 0.4936 -0.622
N -0.200 0.814 -0.276 -0.1352 0.1721 -0.0652 -0.194
C 1.192 0.496 -0.134 -0.1001 0.2762 0.0590 0.946
N 1.478 -0.914 -0.056 0.2774 0.0616 0.3665 -0.232
C 0.729 -1.843 -0.697 0.2034 -0.6105 0.1062 0.076
N -0.221 -1.590 -1.522 -0.0202 0.6616 -0.1549 -0.147
C -0.754 -2.736 -2.049 0.0734 -0.8520 0.0491 -0.457
C -1.791 -2.798 -2.971 0.0924 0.0116 0.0666 -0.578
C -2.224 -4.035 -3.404 -0.0576 -0.0021 -0.0465 -0.535
C -1.641 -5.207 -2.932 -0.0084 -0.1298 -0.0163 -0.450
C -0.608 -5.167 -2.013 0.0290 -0.0203 0.0416 -0.485
C -0.172 -3.930 -1.577 -0.0823 0.2915 -0.0311 0.894
S 1.096 -3.557 -0.433 -0.2087 0.2800 -0.1890 -0.307
C 1.786 1.146 1.161 0.1122 -0.5967 -0.4384 0.113
O 2.353 0.474 1.976 0.1899 0.0671 0.1877 -0.660
O 1.687 2.449 1.118 -0.0226 0.2984 -0.1541 -0.298
C 2.205 3.172 2.248 0.2663 0.0965 0.3673 -0.305
C 3.712 3.342 2.150 -0.3417 -0.1532 -0.1182 -1.154
C 1.951 1.094 -1.348 0.1701 0.3328 -0.3532 0.653
F 1.628 2.366 -1.581 -0.1499 0.0995 0.0711 -0.268
F 1.710 0.423 -2.476 -0.2081 -0.2694 -0.0233 -0.256
F 3.276 1.054 -1.152 0.1533 -0.1459 0.2966 -0.312
H -4.021 2.789 2.733 -0.0883 0.0461 0.0905 0.366
H -2.328 3.031 2.285 0.0374 0.0587 0.0543 0.284
H -3.596 3.175 1.058 -0.0660 0.0774 -0.0504 0.305
H -2.798 0.615 2.536 -0.1066 0.0115 -0.1692 0.316
H -4.107 0.731 1.319 0.1357 0.0069 0.0547 0.314
H -0.646 0.400 -1.094 0.0661 0.0643 0.2569 0.459
H 1.998 -1.186 0.774 -0.1004 0.1284 -0.1396 0.397
H -2.235 -1.884 -3.332 -0.0608 0.1105 -0.0483 0.445
H -3.028 -4.096 -4.122 -0.0679 -0.0076 -0.0612 0.377
H -1.997 -6.162 -3.287 -0.0307 -0.0811 -0.0337 0.375
H -0.152 -6.071 -1.643 0.0136 -0.1385 0.0102 0.386
H 1.692 4.135 2.212 0.0171 -0.1456 0.0319 0.353
H 1.929 2.631 3.157 -0.0430 0.1205 -0.1107 0.344
H 4.061 3.955 2.975 0.0615 0.0807 0.0889 0.408
H 3.975 3.824 1.211 0.0556 0.0796 -0.0552 0.302
H 4.202 2.373 2.197 0.0614 -0.0325 0.0264 0.307
```
Positions in Å, forces in eV/Å.

---

No. 3
The following is a quantum chemistry calculation of C15H16FO11V as an isolated structure, from OMol25.

Its multiplicity is 5. The value obtained for the HOMO energy (alpha / beta) is 0.015 / -0.035 hartree. The value obtained for the frontier orbital gap (alpha / beta) is 3.3 / 4.7 eV. The strongest force on any atom is 0.143 hartree/bohr. The energy above the lowest of the compared OMol25 structures with the same formula, charge and spin is 81.49 kcal per mole. Its total charge is -2. As for the expectation value of S²: 6.050. As for the LUMO energy (alpha / beta): 3.726 / 3.719 eV.

```
44
Properties=species:S:1:pos:R:3:forces:R:3:mulliken_charge:R:1
V -2.455 -26.343 -11.184 1.9264 1.3173 1.1212 0.811
F -2.669 -28.187 -10.198 -0.0787 1.6456 -1.4331 -0.694
C -1.737 -23.270 -8.287 -0.8009 -5.3987 -1.7240 -1.056
C -1.669 -24.525 -9.034 2.6034 3.5914 0.5266 0.862
C -0.273 -24.980 -9.669 0.2143 3.0630 0.6550 0.636
O -0.403 -25.970 -10.463 -0.4187 -0.1672 0.2913 -0.792
C 0.845 -24.035 -9.522 -2.0363 -6.8583 -1.7820 -0.650
C 0.734 -22.891 -8.846 2.8395 6.1023 -1.1242 0.371
C -0.584 -22.540 -8.182 0.2125 6.5163 2.5054 0.534
O -0.736 -21.351 -7.640 1.2641 -3.6110 -1.2157 -0.750
O 1.655 -21.977 -9.131 -3.1302 -2.7579 2.3819 -0.713
O -2.632 -25.148 -9.516 -1.7500 -1.8570 -0.7088 -0.569
H -2.666 -22.920 -7.860 0.0189 0.1043 -0.1497 0.390
H 1.754 -24.255 -10.060 0.0163 0.0879 -0.1411 0.408
C -1.538 -22.328 -11.714 -1.7826 -3.9757 -0.7982 -0.530
C -0.582 -21.392 -11.928 3.0363 4.2820 1.7467 0.513
C 0.289 -21.476 -13.174 0.5654 4.3212 1.1937 0.059
O 1.021 -20.467 -13.648 -1.1438 -1.6723 1.1822 -0.670
C 0.204 -22.572 -13.939 -1.2356 -3.7171 -1.2892 -0.443
C -0.726 -23.680 -13.694 -1.8340 0.4152 1.8183 0.533
C -1.682 -23.539 -12.471 4.9431 3.6401 -2.4899 0.161
O -2.403 -24.496 -12.164 -3.3327 -4.3121 1.1960 0.023
O -0.769 -24.702 -14.472 0.4309 0.0679 0.3503 -1.000
O -0.376 -20.491 -10.994 -0.3878 -1.5919 -2.9040 -0.763
H -2.073 -22.313 -10.776 -0.1548 0.3174 0.1081 0.434
H 0.807 -22.769 -14.814 0.3278 0.4928 -0.1279 0.355
C -5.312 -24.654 -11.098 0.4625 2.0981 -0.5905 -0.582
O -4.658 -25.885 -10.994 -0.2217 -0.8777 0.4617 -0.066
H -6.130 -24.460 -10.405 -0.2944 -0.7815 -0.0395 0.358
H -4.639 -23.826 -10.874 0.5237 -0.3728 -0.0087 0.099
H -5.578 -24.505 -12.144 -0.5326 0.0926 0.0201 0.227
H -5.324 -26.526 -10.733 0.4360 -0.4232 0.0351 0.198
C -0.173 -27.962 -13.004 0.4845 0.6149 0.1075 -0.907
O -1.004 -26.804 -12.847 0.2743 -2.2042 0.6675 -0.003
H 0.573 -28.031 -12.212 -0.4419 -0.1455 0.5645 0.237
H -0.747 -28.882 -13.114 -0.1735 0.0521 0.2686 0.255
H 0.471 -27.871 -13.879 -0.3425 0.2267 -0.4573 0.314
H -0.703 -26.159 -13.491 -0.3596 1.7524 -0.7393 0.291
C -4.391 -26.880 -14.008 0.4883 -0.8771 0.0853 -0.662
O -3.500 -27.389 -13.005 -0.0149 0.5025 0.2147 -0.123
H -5.313 -27.440 -13.855 -0.5439 0.6803 -0.2585 0.256
H -4.439 -25.792 -13.960 -0.1782 -0.2057 0.5679 0.182
H -4.020 -27.094 -15.010 0.1893 -0.1808 -0.0567 0.293
H -3.489 -28.349 -12.980 -0.0679 0.0036 -0.0313 0.176
```
Positions in Å, forces in eV/Å.

---

No. 4
The following is a quantum chemistry calculation of C15H16IN4NiO3 as an isolated structure, from OMol25.

Its multiplicity is 3. The value obtained for the HOMO energy (alpha / beta) is -0.412 / -0.413 hartree. The value obtained for the frontier orbital gap (alpha / beta) is 7.6 / 7.6 eV. The strongest force on any atom is 0.008 hartree/bohr. The energy above the lowest of the compared OMol25 structures with the same formula, charge and spin is 0.00 kcal per mole. Its total charge is +1. As for the expectation value of S²: 2.006. As for the LUMO energy (alpha / beta): -3.577 / -3.596 eV.

```
40
Properties=species:S:1:pos:R:3:forces:R:3:mulliken_charge:R:1
Ni -0.467 0.044 2.089 -0.0642 -0.3579 -0.1898 0.410
C -0.746 -4.368 0.931 0.0233 0.0131 0.0193 -1.200
C -0.175 -3.427 -0.082 -0.0175 -0.0773 -0.0202 0.977
N 0.102 -3.875 -1.278 0.0343 0.1519 -0.0256 -0.657
C 0.634 -3.033 -2.195 0.0137 -0.0928 -0.0199 -0.911
C 0.907 -1.717 -1.957 -0.0639 0.0420 0.1175 0.494
C 1.490 -0.862 -3.053 0.0375 0.0147 -0.0564 -0.940
O 2.751 -0.295 -2.713 -0.0137 -0.0225 -0.0054 -0.531
C 0.595 -1.189 -0.666 0.0979 0.0416 -0.1582 -0.151
C 0.936 0.187 -0.391 -0.0788 -0.1083 0.0995 0.137
N 0.562 0.873 0.641 0.1789 0.1526 -0.1371 -0.265
C 1.017 2.218 0.767 -0.0543 -0.0298 0.0471 0.886
C 1.250 3.038 -0.334 -0.0071 -0.0165 0.0074 -0.239
C 1.711 4.332 -0.164 0.0041 0.0213 -0.0078 -0.825
C 1.931 4.841 1.106 -0.0039 -0.0021 0.0180 -0.575
C 1.673 4.054 2.219 -0.0022 -0.0157 -0.0715 -0.543
C 1.215 2.761 2.035 0.0157 0.0364 -0.0581 0.108
I 0.804 1.608 3.733 0.0810 0.2221 0.3140 0.142
C 0.049 -2.060 0.294 -0.0265 0.0152 0.1382 0.269
O -0.272 -1.713 1.512 -0.0531 -0.0855 -0.1525 -1.143
H -0.902 -5.338 0.467 0.0023 -0.0093 0.0113 0.376
H -0.068 -4.473 1.780 -0.0053 -0.0061 0.0033 0.296
H -1.689 -3.993 1.333 -0.0004 0.0095 -0.0132 0.314
H 0.842 -3.470 -3.165 -0.0063 0.0078 -0.0049 0.376
H 1.559 -1.455 -3.968 0.0042 -0.0017 0.0129 0.419
H 0.841 -0.013 -3.276 -0.0077 -0.0101 0.0243 0.350
H 3.410 -0.997 -2.679 -0.0104 0.0095 0.0081 0.335
H 1.598 0.662 -1.108 0.0098 -0.0278 -0.0367 1.104
H 1.053 2.670 -1.332 -0.0014 -0.0064 0.0051 0.490
H 1.889 4.949 -1.034 -0.0034 0.0057 0.0032 0.402
H 2.286 5.853 1.237 0.0033 0.0007 0.0023 0.399
H 1.825 4.449 3.214 -0.0002 -0.0028 0.0084 0.379
N -4.500 0.425 1.297 0.0068 -0.0203 -0.0417 -0.403
C -3.226 0.088 1.055 0.0221 0.0497 0.0947 0.779
N -2.932 -0.557 -0.081 -0.0139 -0.0423 -0.0692 -0.251
O -2.351 0.412 1.898 -0.1085 0.1423 0.0965 -0.565
H -5.249 0.219 0.661 0.0050 -0.0066 0.0011 0.169
H -4.700 0.933 2.140 -0.0001 0.0006 0.0054 0.247
H -3.654 -0.872 -0.705 0.0089 -0.0038 -0.0097 0.231
H -1.999 -0.908 -0.229 -0.0058 0.0090 0.0402 0.112
```
Positions in Å, forces in eV/Å.

---

Q: Number 1 is which compound?
A: C15H16ClNOs